No. 1
A 2-piece molecular cluster, C8H16IN2O3 overall, computed with ωB97M-V with the def2-TZVPD basis set.

Cartesian coordinates (Å):
C1 3.205862 -1.468110 -0.194505
C2 3.195170 0.057706 -0.156216
C3 1.920703 0.698333 -0.717954
I1 1.973560 2.783516 -0.231549
C4 0.607180 0.014629 -0.282318
C5 -0.130676 -0.399664 -1.554890
N1 -1.598132 -0.597674 -1.307675
C6 -1.864675 -1.067578 0.083186
C7 -1.507877 0.076623 0.959879
N2 -0.324949 0.858904 0.455014
H1 2.703429 -1.854573 -1.080525
H2 2.690165 -1.891137 0.662647
H3 4.224721 -1.843793 -0.171472
H4 4.022852 0.425092 -0.758429
H5 3.376460 0.416316 0.852936
H6 1.998038 0.697578 -1.800272
H7 0.847952 -0.868882 0.317266
H8 0.281131 -1.329352 -1.938005
H9 -0.034715 0.384163 -2.297806
H10 -2.099479 0.286110 -1.447130
H11 -1.952451 -1.266383 -1.979372
H12 -2.931563 -1.259497 0.174160
H13 -1.335357 -2.009564 0.239376
H14 -1.298300 -0.285366 1.965690
H15 -2.398648 0.751590 1.014424
H16 0.141625 1.123580 1.313936
C8 -3.437182 1.911669 1.994288
O1 -3.205410 3.030603 2.550374
O2 -3.416711 1.803613 0.661537
O3 -3.652723 0.821549 2.673405

Cartesian forces, eV/Å:
-0.15 0.01 0.15
0.02 0.01 -0.21
0.19 -0.25 0.46
0.01 0.18 -0.16
-0.54 0.43 0.17
0.05 -0.04 0.17
0.20 -0.10 -0.39
-0.39 -0.12 0.14
1.32 -0.24 1.11
0.05 -0.67 -0.04
0.10 -0.05 -0.19
-0.06 -0.07 0.11
0.12 -0.07 -0.08
0.13 0.14 0.00
-0.02 -0.05 0.19
-0.03 -0.04 -0.16
0.18 -0.22 -0.17
-0.06 -0.14 -0.18
-0.03 0.10 -0.14
-0.12 0.19 0.44
-0.19 0.00 -0.19
-0.17 0.07 0.03
0.26 -0.05 -0.27
-0.07 -0.17 0.10
0.23 -0.04 -0.69
-0.03 0.60 -0.11
-0.69 0.18 0.69
-0.01 -0.28 -0.30
-0.44 0.34 -0.06
0.13 0.34 -0.42

Molecular weight (g/mol): 315.13
HOMO level (eV): -1.291
Orbital gap (eV): 3.1
E_LUMO (eV): 1.78
Charge: -1

How is the electron density shared among the atoms? According to Mulliken, the charges in e are: -1.184, -0.457, -1.111, 0.113, 0.910, -1.379, -0.028, -0.780, -0.184, -0.419, 0.240, 0.339, 0.385, 0.427, 0.334, 0.494, 0.306, 0.240, 0.485, 0.457, 0.352, 0.388, 0.315, 0.374, -0.184, 0.394, 0.627, -0.820, -0.813, -0.820


No. 2
A 4-piece molecular cluster, C8H16IN2O4 overall, computed with ωB97M-V with the def2-TZVPD basis set.

Cartesian coordinates (Å):
I1 0.039901 0.179392 0.819590
O1 0.135031 1.652452 -4.485400
C1 0.091431 0.879392 -3.552120
N1 -0.913679 1.081302 -2.637210
C2 1.198691 -0.248448 -3.371650
H1 -1.804559 1.384562 -3.003920
H2 -0.836819 0.700132 -1.705070
H3 1.488571 -0.552728 -4.377370
H4 0.761751 -1.071058 -2.805530
H5 2.152621 0.127632 -3.001950
O2 -0.332349 4.611272 3.143100
C3 0.829421 4.205202 3.292780
N2 1.117131 2.920252 3.055720
C4 1.945451 4.899842 4.018630
H6 2.108811 2.879412 2.868660
H7 0.487231 2.220062 2.690930
H8 2.484511 5.750612 3.601850
H9 2.841051 4.350952 4.309740
H10 1.621781 5.319582 4.971080
O3 -0.770629 -3.454428 -2.933520
C5 -0.987739 -3.306348 -1.724380
O4 -2.227159 -2.894988 -1.363620
C6 -2.310499 -2.857568 0.002540
C7 -1.402179 -3.918098 0.498580
C8 -0.235999 -3.724368 -0.473730
H11 -3.313659 -3.020828 0.396390
H12 -1.939259 -1.929608 0.437490
H13 -1.698419 -4.967018 0.488150
H14 -1.222129 -3.702968 1.551870
H15 0.346021 -4.637428 -0.598930
H16 0.345671 -2.876178 -0.112710

Cartesian forces, eV/Å:
0.06 -0.15 0.08
0.35 -0.24 -1.31
0.72 0.44 0.64
0.59 -1.19 0.05
-1.32 1.05 -0.40
0.39 0.27 0.25
-0.28 -0.27 0.09
-0.53 -0.21 -0.12
0.50 0.00 0.06
-0.40 0.20 0.71
1.70 0.72 0.41
-3.08 -0.46 0.35
1.92 0.11 -0.01
1.58 1.71 0.99
-0.16 -1.30 -0.03
-0.14 0.17 -0.57
-0.82 0.34 -0.96
-0.42 -1.09 -0.18
-0.63 -0.17 -0.04
0.42 0.47 2.93
-0.61 -1.23 -3.23
0.11 0.53 -1.75
-1.10 -0.11 2.63
1.13 -0.64 0.95
-0.06 0.02 0.36
-0.34 0.14 -0.61
-0.08 0.38 -0.36
-0.72 0.07 -0.41
0.64 0.03 -0.01
0.19 0.38 -0.31
0.38 0.02 -0.19

Molecular weight (g/mol): 331.13
HOMO level (eV): -4.758
Orbital gap (eV): 7.6
E_LUMO (eV): 2.88
Charge: -1

How is the electron density shared among the atoms? According to Mulliken, the charges in e are: -0.688, -0.642, 0.555, -0.255, -0.573, 0.184, 0.048, 0.292, 0.037, 0.255, -0.648, 0.682, -0.298, -1.020, 0.191, 0.085, 0.307, 0.306, 0.260, -0.648, 0.567, -0.330, -0.138, -0.565, -0.309, 0.308, -0.002, 0.278, 0.312, 0.333, 0.115


No. 3
A 2-piece molecular cluster, C8H16N2 overall, computed with ωB97M-V with the def2-TZVPD basis set.

Cartesian coordinates (Å):
C1 1.440698 -2.626649 -0.325903
C2 0.548543 -2.881235 0.911359
C3 1.170189 -1.370350 -1.112085
C4 1.174318 -1.143300 -2.475392
C5 1.242737 0.870390 -1.444435
N1 1.221074 -0.053879 -0.488578
N2 1.249884 0.198797 -2.687538
H1 2.517558 -2.489694 -0.124004
H2 1.309011 -3.529607 -0.863975
H3 0.311017 -3.756148 1.450737
H4 1.144203 -1.935542 -3.294211
H5 1.096532 1.875875 -1.244220
H6 1.242309 0.666707 -3.537382
H7 -0.377586 -2.270144 0.713330
H8 0.835252 -2.292118 1.808981
C6 -1.714701 2.528843 1.343583
C7 -0.673543 1.693720 2.065397
C8 -2.148371 1.678136 0.139613
H9 -2.657875 2.595200 1.954697
H10 -1.225143 3.492846 1.044496
H11 0.142542 1.391332 1.389630
H12 -1.322483 1.040720 -0.134715
H13 -2.928482 1.058748 0.236020
H14 -0.974215 0.673051 2.455661
H15 -0.354576 2.267566 2.944725
H16 -2.268899 2.316748 -0.725787

Cartesian forces, eV/Å:
0.17 0.30 0.96
-0.73 4.45 0.90
0.14 2.55 -0.08
0.04 -2.09 -0.01
-0.09 -5.35 -0.54
-0.20 -0.96 -0.79
-0.30 1.21 2.50
-0.29 -0.67 0.53
0.20 -0.57 -1.43
-0.05 -1.85 -0.70
0.11 1.54 1.17
0.10 1.76 -0.24
-0.05 0.73 -1.73
0.22 -1.19 -0.04
0.74 0.20 -0.52
-0.93 -1.54 -0.05
0.31 -0.81 1.24
3.51 2.75 -1.33
1.12 0.87 -0.18
-0.92 -0.67 0.31
0.07 0.63 0.32
0.41 -0.32 -0.17
-3.22 -1.97 0.83
-0.42 1.19 -0.44
0.58 -0.30 -0.12
-0.51 0.13 -0.40

Molecular weight (g/mol): 140.23
HOMO level (spin up / spin down) (eV): 1.717 / -5.336
Orbital gap (spin up / spin down) (eV): 1.6 / 8.9
E_LUMO (spin up / spin down) (eV): 3.33 / 3.58
Charge: -1
2S+1: 2
Energy relative to the best compared isomer or geometry (same formula, charge and spin) (eV): 2.123
<S²>: 0.750

How is the electron density shared among the atoms? According to Mulliken, the charges in e are: -0.082, -2.207, 0.009, -1.363, -1.041, -0.478, -0.286, -0.042, 0.973, 1.558, 0.398, 0.813, 0.618, 0.042, 0.138, -0.206, -1.130, -1.038, 0.228, 0.310, 0.327, 0.012, 0.495, 0.284, 0.327, 0.340